Computed, not measured: 11 unconnected molecules or ions with the total composition C44H88O11, with ωB97M-V/def2-TZVPD.

```
143
Properties=species:S:1:pos:R:3
C -19.18 -22.28 1.56
C -19.60 -23.68 1.87
C -19.50 -23.82 3.37
O -19.45 -22.46 3.90
C -19.69 -21.54 2.81
H -19.52 -21.78 0.66
H -18.09 -22.22 1.53
H -18.95 -24.38 1.34
H -20.61 -23.84 1.50
H -18.52 -24.15 3.70
H -20.30 -24.43 3.78
H -19.28 -20.55 3.01
H -20.75 -21.31 2.90
C -16.66 -14.53 9.85
C -18.12 -14.15 9.88
C -18.43 -14.32 8.36
O -17.24 -13.95 7.67
C -16.12 -13.91 8.52
H -16.64 -15.61 9.90
H -16.13 -14.30 10.78
H -18.18 -13.08 10.09
H -18.71 -14.70 10.61
H -19.35 -13.77 8.19
H -18.62 -15.34 8.03
H -15.99 -12.84 8.63
H -15.25 -14.46 8.15
C -12.53 -21.70 8.23
C -13.10 -21.95 6.86
C -13.29 -20.56 6.29
O -12.16 -19.81 6.82
C -11.53 -20.54 7.90
H -12.08 -22.59 8.68
H -13.28 -21.33 8.92
H -14.04 -22.49 6.93
H -12.34 -22.47 6.27
H -14.21 -20.05 6.56
H -13.26 -20.75 5.22
H -11.46 -19.81 8.70
H -10.56 -20.95 7.63
C -27.37 -13.82 7.03
C -28.69 -13.73 7.68
C -28.73 -14.90 8.73
O -27.72 -15.74 8.23
C -27.10 -15.35 7.04
H -26.68 -13.23 7.63
H -27.35 -13.34 6.05
H -29.53 -13.86 7.00
H -28.74 -12.78 8.22
H -29.66 -15.46 8.64
H -28.64 -14.63 9.78
H -27.43 -15.82 6.11
H -26.04 -15.49 7.20
C -15.81 -15.62 18.74
C -14.48 -16.17 18.91
C -13.57 -15.42 17.95
O -14.23 -14.18 17.92
C -15.65 -14.23 18.11
H -16.22 -15.46 19.73
H -16.43 -16.23 18.08
H -14.48 -17.26 18.81
H -14.09 -15.99 19.91
H -13.48 -15.92 16.99
H -12.57 -15.20 18.33
H -16.25 -14.17 17.21
H -15.86 -13.44 18.84
C -15.99 -5.70 13.95
C -15.03 -6.87 13.66
C -13.64 -6.35 13.98
O -13.93 -5.52 15.10
C -15.28 -4.97 15.00
H -16.99 -6.03 14.23
H -16.14 -5.08 13.07
H -15.19 -7.32 12.68
H -15.27 -7.70 14.33
H -13.36 -5.71 13.15
H -12.97 -7.16 14.28
H -15.06 -3.95 14.66
H -15.89 -5.10 15.89
C -8.36 -5.85 7.22
C -9.80 -5.66 6.78
C -10.43 -7.02 7.16
O -9.66 -7.50 8.29
C -8.38 -6.98 8.19
H -8.14 -4.89 7.69
H -7.70 -5.94 6.36
H -9.73 -5.61 5.69
H -10.27 -4.84 7.32
H -10.42 -7.79 6.40
H -11.51 -7.03 7.31
H -7.66 -7.76 7.93
H -8.10 -6.50 9.13
C -24.28 -11.23 15.74
C -25.67 -11.32 15.16
C -25.56 -10.56 13.79
O -24.18 -10.51 13.51
C -23.33 -11.05 14.54
H -23.98 -11.97 16.48
H -24.21 -10.36 16.40
H -26.34 -10.81 15.86
H -26.06 -12.32 15.01
H -26.01 -9.57 13.83
H -25.91 -11.17 12.95
H -22.45 -10.45 14.76
H -23.07 -12.07 14.22
C -19.57 -7.46 7.35
C -19.22 -6.11 6.88
C -20.00 -6.05 5.61
O -21.28 -6.41 6.05
C -21.05 -7.51 6.93
H -19.42 -7.71 8.40
H -18.90 -8.17 6.87
H -18.15 -5.88 6.95
H -19.69 -5.43 7.59
H -19.59 -6.72 4.85
H -20.20 -5.07 5.18
H -21.30 -8.47 6.50
H -21.67 -7.32 7.81
C -25.30 -20.40 12.94
C -25.57 -19.22 13.97
C -24.50 -18.23 13.57
O -23.41 -19.12 13.27
C -23.76 -20.37 12.74
H -25.70 -20.04 11.99
H -25.72 -21.33 13.31
H -25.37 -19.54 14.99
H -26.62 -18.92 14.00
H -24.26 -17.71 14.50
H -24.94 -17.51 12.89
H -23.29 -21.11 13.39
H -23.55 -20.46 11.68
C -6.69 -14.73 4.20
C -5.97 -15.67 3.36
C -5.23 -14.78 2.30
O -6.10 -13.70 2.15
C -6.75 -13.44 3.37
H -6.11 -14.54 5.11
H -7.71 -15.02 4.46
H -6.68 -16.26 2.77
H -5.16 -16.08 3.96
H -5.11 -15.18 1.29
H -4.21 -14.57 2.62
H -7.82 -13.28 3.24
H -6.27 -12.64 3.94
```

Values from the calculation:
M   793.2 Da
Highest occupied orbital energy   -9.39 eV
SMILES string   C1CCOC1.C1CCOC1.C1CCOC1.C1CCOC1.C1CCOC1.C1CCOC1.C1CCOC1.C1CCOC1.C1CCOC1.C1CCOC1.C1CCOC1
Energy relative to the best compared isomer or geometry (same formula, charge and spin)   528.8 kJ/mol
E_LUMO   0.41 eV

Results of the Löwdin charge analysis, in e, for atoms 1 through 4: -0.17, -0.20, -0.18, -0.16


Computed, not measured: 13 unconnected molecules or ions with the total composition C44H88O43S4, with ωB97M-V/def2-TZVPD.

```
179
Properties=species:S:1:pos:R:3
C -9.63 -2.93 -2.43
C -8.24 -2.86 -3.07
O -7.33 -2.33 -2.09
C -6.23 -2.94 -1.66
O -5.65 -3.86 -2.16
O -5.86 -2.23 -0.60
C -4.54 -2.30 -0.07
H -10.35 -3.03 -3.25
H -9.84 -2.19 -1.66
H -9.69 -3.88 -1.90
H -8.21 -2.24 -3.95
H -7.90 -3.90 -3.16
H -4.07 -3.22 -0.42
H -4.60 -2.35 1.02
H -4.00 -1.41 -0.36
C 4.34 -0.01 -0.72
C 4.20 1.49 -0.68
O 5.12 2.07 0.24
C 6.25 2.58 -0.18
O 6.86 2.26 -1.17
O 6.65 3.46 0.74
C 7.98 3.91 0.69
H 4.27 -0.37 0.31
H 5.30 -0.30 -1.12
H 3.57 -0.60 -1.22
H 3.20 1.82 -0.37
H 4.29 1.91 -1.68
H 8.06 4.95 0.41
H 8.64 3.22 0.15
H 8.52 3.81 1.64
C 8.69 1.48 3.15
C 8.66 -0.04 3.12
O 7.50 -0.75 2.73
C 6.35 -0.47 3.36
O 6.27 0.08 4.43
O 5.38 -1.08 2.70
C 4.04 -1.00 3.19
H 8.11 1.83 2.29
H 9.70 1.88 3.12
H 8.15 1.90 4.00
H 8.98 -0.47 4.08
H 9.46 -0.30 2.42
H 3.43 -1.80 2.81
H 3.67 -0.03 2.85
H 4.00 -1.01 4.28
C 0.98 -0.42 -5.73
C 2.43 -0.24 -5.36
O 3.10 -1.51 -5.33
C 4.16 -1.71 -4.56
O 4.82 -0.89 -3.96
O 4.53 -2.97 -4.79
C 5.73 -3.44 -4.16
H 0.86 -0.86 -6.72
H 0.41 0.48 -5.53
H 0.51 -1.06 -4.98
H 2.55 0.32 -4.43
H 3.00 0.32 -6.10
H 5.67 -4.48 -3.86
H 5.93 -2.85 -3.27
H 6.50 -3.33 -4.92
C 1.12 -4.89 -5.93
C 0.11 -5.18 -4.83
O 0.40 -4.23 -3.79
C -0.10 -4.30 -2.56
O -0.20 -3.32 -1.88
O -0.47 -5.55 -2.25
C -1.29 -5.76 -1.12
H 1.10 -5.63 -6.73
H 2.15 -4.73 -5.61
H 0.75 -3.97 -6.40
H 0.18 -6.19 -4.44
H -0.87 -4.95 -5.24
H -1.16 -6.77 -0.75
H -2.35 -5.64 -1.37
H -1.32 -5.08 -0.26
C 3.14 4.33 3.16
C 3.40 2.84 2.98
O 3.68 2.22 4.25
C 4.74 2.61 4.96
O 5.61 3.35 4.58
O 4.64 2.01 6.14
C 5.79 2.02 6.95
H 4.02 4.81 3.57
H 2.27 4.62 3.74
H 2.97 4.71 2.15
H 4.28 2.76 2.36
H 2.54 2.34 2.55
H 6.21 3.01 7.15
H 6.61 1.52 6.43
H 5.58 1.48 7.87
C -6.32 -0.40 -5.11
C -4.86 -0.30 -4.74
O -4.43 1.02 -4.50
C -3.15 1.27 -4.26
O -2.28 0.43 -4.18
O -3.01 2.57 -4.15
C -1.73 3.05 -3.73
H -6.57 0.37 -5.86
H -6.99 -0.16 -4.28
H -6.62 -1.34 -5.56
H -4.29 -0.73 -5.57
H -4.64 -0.98 -3.92
H -1.17 2.28 -3.22
H -1.85 4.00 -3.21
H -1.14 3.30 -4.62
C -2.36 -0.20 3.50
C -3.81 -0.53 3.79
O -4.47 -0.27 2.57
C -5.79 -0.06 2.58
O -6.52 -0.05 3.53
O -6.19 0.08 1.32
C -7.60 0.28 1.18
H -2.14 0.68 2.90
H -1.94 -1.06 2.97
H -1.65 -0.17 4.33
H -4.14 0.03 4.67
H -3.84 -1.58 4.12
H -7.94 1.24 1.52
H -8.05 -0.61 1.63
H -7.85 0.06 0.14
C -0.17 2.81 6.04
C -1.45 2.41 6.73
O -2.55 2.76 5.94
C -3.74 2.28 6.26
O -4.01 1.64 7.23
O -4.60 2.69 5.33
C -5.95 2.35 5.57
H 0.70 2.64 6.67
H -0.23 3.89 5.87
H -0.02 2.35 5.07
H -1.41 2.70 7.79
H -1.40 1.32 6.91
H -6.52 2.27 4.65
H -6.42 3.11 6.20
H -6.05 1.37 6.05
C -5.78 3.51 -0.95
C -5.59 2.12 -1.51
O -4.37 1.62 -0.94
S -3.61 2.61 0.08
O -2.28 2.89 -0.33
O -3.84 2.16 1.40
O -4.53 3.88 -0.31
H -6.55 3.69 -0.20
H -5.89 4.31 -1.68
H -5.51 1.98 -2.59
H -6.34 1.44 -1.09
C -1.12 -0.52 -0.70
C 0.10 0.14 -1.28
O 1.11 -0.23 -0.33
S 0.57 0.03 1.15
O 0.55 1.39 1.56
O 1.25 -0.91 1.96
O -0.89 -0.55 0.73
H -1.18 -1.57 -0.96
H -1.94 0.18 -0.88
H 0.16 1.23 -1.39
H 0.33 -0.18 -2.30
C -0.46 -3.71 2.70
C 0.89 -4.32 2.32
O 0.75 -5.71 2.55
S -0.80 -6.14 2.68
O -1.11 -6.27 4.06
O -1.16 -7.15 1.76
O -1.37 -4.71 2.23
H -0.75 -2.73 2.33
H -0.44 -3.54 3.79
H 1.73 -3.83 2.80
H 0.94 -4.14 1.24
C 4.33 4.09 -3.89
C 3.96 2.84 -4.67
O 2.63 3.07 -5.07
S 1.78 3.81 -3.92
O 1.25 2.91 -2.95
O 0.97 4.79 -4.53
O 3.09 4.45 -3.20
H 4.43 4.92 -4.60
H 5.12 4.01 -3.16
H 4.14 1.86 -4.23
H 4.50 2.89 -5.62
```

Values from the calculation:
M   1433.4 Da
Highest occupied orbital energy   -10.18 eV
Energy relative to the best compared isomer or geometry (same formula, charge and spin)   0.0 kJ/mol
E_LUMO   0.25 eV

Results of the Löwdin charge analysis, in e, for atoms 1 through 4: -0.06, -0.18, 0.00, -0.61


Computed, not measured: a molecular structure, C44H90B2Br3FIN2O10S, with ωB97M-V/def2-TZVPD.

```
154
Properties=species:S:1:pos:R:3
C -3.19 5.01 -1.40
C -3.00 4.03 -2.07
C -2.86 2.76 -2.77
C -2.06 1.71 -1.98
B -3.02 1.18 -0.75
C -4.51 1.65 -0.55
O -2.49 0.31 0.12
N -0.82 2.24 -1.27
B -0.65 3.00 0.07
N -0.45 2.21 1.28
O -0.76 4.36 0.06
C 0.25 2.01 -1.92
Br 1.88 2.58 -1.20
C 0.04 1.28 -3.27
C 1.24 0.34 -3.58
C 1.97 -0.41 -2.45
C 3.50 -0.35 -2.61
C 4.17 -1.63 -2.10
C 4.45 -1.62 -0.59
C 3.27 -2.13 0.24
C 3.10 -3.66 0.21
C 1.91 -4.10 -0.66
C 0.62 -4.30 0.14
O -0.23 -5.27 -0.48
C -0.94 -4.75 -1.57
C 0.05 2.46 -4.30
Br -0.01 4.26 -3.64
C 0.10 2.30 -5.63
C 0.17 1.01 -6.39
Br 0.09 3.79 -6.79
C -1.39 0.65 -2.90
C -2.16 0.38 -4.20
C -3.64 -0.06 -4.08
C -3.86 -1.46 -4.67
I -4.34 -1.32 -6.76
S -1.25 -1.03 -2.22
O -2.53 -1.53 -1.85
O -0.50 -1.81 -3.14
F -0.43 -0.89 -0.91
H -3.43 5.82 -0.75
H -3.84 2.36 -3.00
H -2.40 2.97 -3.74
H -5.10 1.39 -1.42
H -4.58 2.72 -0.36
H -4.97 1.15 0.30
H -3.17 -0.21 0.55
H 0.40 2.53 1.72
H -1.19 2.48 1.93
H 0.05 4.75 0.41
H 1.96 0.93 -4.14
H 0.89 -0.41 -4.28
H 1.72 -1.46 -2.54
H 1.69 -0.12 -1.44
H 3.90 0.52 -2.09
H 3.74 -0.26 -3.67
H 3.57 -2.49 -2.37
H 5.12 -1.74 -2.63
H 4.73 -0.63 -0.26
H 5.29 -2.29 -0.40
H 3.46 -1.82 1.27
H 2.33 -1.66 -0.06
H 2.98 -4.06 1.22
H 4.01 -4.08 -0.23
H 2.15 -5.01 -1.20
H 1.73 -3.33 -1.42
H 0.05 -3.37 0.18
H 0.83 -4.68 1.13
H -1.59 -3.92 -1.26
H -0.28 -4.38 -2.37
H -1.54 -5.55 -1.99
H -0.76 0.45 -6.39
H 0.36 1.24 -7.43
H 1.00 0.37 -6.09
H -1.64 -0.40 -4.74
H -2.12 1.24 -4.85
H -4.25 0.65 -4.64
H -4.02 -0.09 -3.06
H -4.67 -1.98 -4.18
H -2.97 -2.07 -4.57
C 1.17 -5.66 5.24
C 2.41 -6.32 4.65
O 3.42 -5.41 4.26
C 3.95 -4.59 5.29
C 4.59 -5.36 6.43
H 0.74 -4.95 4.53
H 0.42 -6.42 5.47
H 1.39 -5.12 6.16
H 2.14 -6.85 3.74
H 2.81 -7.07 5.34
H 3.18 -3.91 5.67
H 4.70 -3.97 4.80
H 3.87 -5.99 6.95
H 5.02 -4.66 7.16
H 5.39 -6.00 6.05
C 3.18 -3.10 -8.06
C 2.95 -2.21 -6.85
O 1.63 -1.71 -6.74
C 0.59 -2.68 -6.63
C 0.73 -3.57 -5.42
H 2.94 -2.57 -8.98
H 4.22 -3.41 -8.10
H 2.56 -4.00 -8.03
H 3.59 -1.33 -6.92
H 3.23 -2.73 -5.93
H 0.52 -3.27 -7.55
H -0.33 -2.11 -6.56
H 1.64 -4.18 -5.44
H -0.12 -4.25 -5.35
H 0.76 -2.96 -4.52
C -4.81 10.16 1.64
C -4.25 9.24 0.56
O -5.23 8.44 -0.08
C -6.26 9.14 -0.76
C -5.76 10.05 -1.87
H -5.34 9.58 2.39
H -4.00 10.71 2.12
H -5.50 10.89 1.22
H -3.56 8.53 1.02
H -3.68 9.81 -0.17
H -6.87 9.70 -0.05
H -6.90 8.37 -1.18
H -5.12 10.84 -1.50
H -6.61 10.51 -2.38
H -5.19 9.47 -2.60
C -6.95 4.11 2.91
C -7.17 2.65 2.54
O -6.03 1.83 2.74
C -5.53 1.75 4.07
C -6.53 1.21 5.07
H -6.12 4.53 2.34
H -7.85 4.68 2.69
H -6.73 4.23 3.97
H -7.39 2.57 1.48
H -8.03 2.24 3.08
H -5.15 2.73 4.39
H -4.67 1.09 4.02
H -7.41 1.85 5.17
H -6.07 1.14 6.06
H -6.87 0.22 4.78
C 7.98 -1.15 8.47
C 7.44 -2.19 9.44
O 7.02 -3.39 8.83
C 8.02 -4.10 8.11
C 9.20 -4.54 8.96
H 7.24 -0.91 7.71
H 8.24 -0.23 9.01
H 8.88 -1.50 7.96
H 6.55 -1.79 9.93
H 8.17 -2.39 10.23
H 8.35 -3.53 7.25
H 7.51 -4.99 7.72
H 9.75 -3.69 9.37
H 9.89 -5.13 8.36
H 8.86 -5.16 9.80
```

Values from the calculation:
M   1246.5 Da
Highest occupied orbital energy   -10.79 eV
Net charge   +1
E_LUMO   -3.45 eV

Results of the Löwdin charge analysis, in e, for atoms 1 through 4: 0.16, -0.14, -0.14, -0.17